95
Properties=species:S:1:pos:R:3:mulliken_spin:R:1 method="wB97M-V/def2-TZVPD" s2=0.75 lumo_ha="-0.01275 / 0.01629" energy_ev=-95871.6510 charge=0 spin_multiplicity=2
Co 0.235 -0.259 -0.064 0.91
C 0.251 -2.020 -3.462 0.00
C -0.061 -0.547 -3.761 0.00
C 1.173 0.354 -3.598 0.01
C -1.215 -0.063 -2.921 0.00
C -2.490 0.299 -3.369 0.00
C -3.206 0.648 -2.235 0.00
C -4.643 1.090 -2.158 0.00
C -5.574 -0.062 -2.556 0.00
C -4.879 2.311 -3.051 0.00
N -2.379 0.497 -1.184 -0.03
N -1.153 0.057 -1.595 0.07
B -2.590 0.831 0.311 -0.01
N -2.352 -0.436 1.156 0.01
N -1.137 -1.049 1.127 0.01
C -1.177 -2.068 1.977 -0.01
C -2.450 -2.132 2.558 0.01
C -3.165 -1.077 2.019 0.00
C -4.585 -0.673 2.288 0.00
C -4.634 0.435 3.342 0.00
C -5.428 -1.876 2.713 0.00
C 0.040 -2.899 2.243 0.01
C 0.866 -2.245 3.355 0.00
C -0.324 -4.333 2.610 0.00
N -1.519 1.893 0.709 -0.01
N -0.210 1.507 0.632 0.00
C 0.553 2.550 0.939 -0.01
C -0.270 3.644 1.202 0.00
C -1.576 3.197 1.049 0.00
C -2.771 4.088 1.319 0.00
C -4.094 3.754 0.632 0.00
C -2.975 4.255 2.831 0.00
C 2.051 2.470 1.008 -0.01
C 2.697 3.510 0.092 0.00
C 2.524 2.632 2.455 0.00
H 1.142 -2.354 -3.999 0.00
H -0.589 -2.653 -3.761 0.00
H 0.418 -2.178 -2.398 0.00
H -0.401 -0.477 -4.795 0.00
H 1.361 0.580 -2.549 -0.01
H 1.027 1.302 -4.121 0.00
H 2.064 -0.128 -4.006 0.00
H -2.838 0.293 -4.393 0.00
H -4.869 1.364 -1.128 0.00
H -5.378 -0.377 -3.585 0.00
H -6.621 0.248 -2.487 0.00
H -5.427 -0.928 -1.905 0.00
H -4.731 2.052 -4.104 0.00
H -4.188 3.121 -2.809 0.00
H -5.901 2.681 -2.932 0.00
H -3.691 1.233 0.501 0.00
H -2.804 -2.864 3.270 0.00
H -5.004 -0.275 1.361 0.00
H -4.242 0.069 4.295 0.00
H -5.662 0.772 3.499 0.00
H -4.032 1.290 3.033 0.00
H -5.104 -2.254 3.689 0.00
H -5.357 -2.690 1.990 0.00
H -6.476 -1.582 2.802 0.00
H 0.637 -2.910 1.333 0.01
H 0.288 -2.218 4.286 0.00
H 1.133 -1.221 3.087 0.00
H 1.789 -2.802 3.528 0.00
H -0.866 -4.368 3.560 0.00
H 0.583 -4.930 2.719 0.00
H -0.948 -4.795 1.842 0.00
H 0.035 4.645 1.473 0.00
H -2.454 5.059 0.936 0.00
H -4.608 2.924 1.121 0.00
H -3.952 3.502 -0.421 0.00
H -4.748 4.627 0.687 0.00
H -3.261 3.307 3.293 0.00
H -3.769 4.981 3.026 0.00
H -2.062 4.602 3.317 0.00
H 2.339 1.479 0.669 0.00
H 2.451 4.523 0.425 0.00
H 2.351 3.399 -0.937 0.00
H 3.785 3.406 0.104 0.00
H 2.229 3.609 2.850 0.00
H 3.613 2.557 2.511 0.00
H 2.092 1.862 3.098 0.00
Cl 1.910 -4.012 -0.644 0.00
C 2.939 -3.191 0.507 0.00
C 3.677 -3.975 1.386 0.00
C 4.494 -3.378 2.332 0.00
C 4.544 -1.989 2.385 0.00
C 3.787 -1.233 1.508 0.00
C 2.960 -1.798 0.524 -0.03
C 2.218 -0.930 -0.421 0.07
H 3.607 -5.053 1.317 0.00
H 5.084 -3.986 3.007 0.00
H 5.175 -1.496 3.118 0.00
H 3.835 -0.147 1.564 0.00
H 2.156 -1.364 -1.421 0.00
H 2.738 0.028 -0.505 -0.01

12
Properties=species:S:1:pos:R:3:mulliken_spin:R:1 method="wB97M-V/def2-TZVPD" s2=0.78 lumo_ha="-0.15456 / -0.25250" energy_ev=-13006.6245 charge=+1 spin_multiplicity=2 de_lowest_ev=1.372
O -0.532 -2.526 0.308 0.05
C -0.278 -1.838 -0.837 0.37
C -0.178 -0.468 -0.857 0.00
C -0.027 0.391 0.277 0.26
C 0.021 1.756 0.142 0.12
O 0.243 2.619 1.079 0.15
Tl 0.957 2.840 2.772 0.00
H -0.502 -2.344 -1.788 0.02
H 0.561 -2.554 0.349 0.00
H -0.259 0.002 -1.843 0.00
H 0.124 -0.053 1.266 0.01
H -0.130 2.175 -0.869 0.01

50
Properties=species:S:1:pos:R:3:mulliken_charge:R:1 method="wB97M-V/def2-TZVPD" lumo_ha=-0.06031 energy_ev=-55852.8768 charge=0
C -0.225 4.337 -1.913 -0.63
C -0.393 2.961 -2.844 -0.13
O -1.489 2.086 -2.399 -0.35
P -1.114 1.252 -0.916 0.87
O 0.434 1.475 -0.569 -0.71
C -1.365 -0.633 -1.096 -0.60
C -0.629 -1.546 0.050 -0.31
N -0.890 -1.121 1.478 0.35
C -2.132 -0.647 2.198 -0.13
N -1.928 -0.332 3.695 -0.14
C -0.443 -0.640 3.951 -0.41
C 0.191 -1.167 2.535 0.18
P 2.026 -1.755 2.258 0.50
C 3.122 -1.270 3.776 -0.86
C 1.874 -3.691 2.388 -0.92
O -2.043 1.995 0.357 -0.40
C -3.393 2.379 -0.084 -0.27
C -4.210 1.222 -0.911 -0.75
H 0.840 4.316 -1.383 0.22
H -0.330 5.317 -2.585 0.28
H -1.066 4.264 -1.098 0.11
H 0.632 2.420 -3.004 0.11
H -0.716 3.371 -3.918 0.29
H -0.861 -0.938 -2.134 0.36
H -2.504 -0.965 -1.207 0.46
H 0.509 -1.647 -0.204 -0.12
H -1.085 -2.644 -0.056 0.23
H -3.134 -0.557 1.598 0.27
H -2.622 0.018 4.399 0.27
H 0.135 -0.563 4.973 0.25
H 3.751 -2.209 4.140 0.29
H 3.881 -0.458 3.405 0.30
H 2.386 -0.856 4.595 0.19
H 2.700 -4.128 3.105 0.35
H 0.835 -3.930 2.911 0.27
H 1.858 -4.218 1.344 0.27
H -3.433 3.401 -0.683 0.26
H -4.022 2.577 0.912 0.33
H -5.361 1.499 -0.953 0.39
H -4.134 0.195 -0.340 0.07
H -3.870 1.079 -2.027 0.22
B 3.574 -0.197 -3.203 0.67
O 2.167 -0.602 -3.126 -0.34
C 2.116 -1.721 -2.391 0.77
O 1.087 -2.323 -2.131 -0.73
C 3.441 -2.086 -1.969 0.50
O 3.738 -3.054 -1.288 -0.63
O 4.327 -1.197 -2.438 -0.46
F 3.749 1.121 -2.612 -0.38
F 4.018 -0.187 -4.588 -0.37

20
Properties=species:S:1:pos:R:3:mulliken_charge:R:1 method="wB97M-V/def2-TZVPD" lumo_ha=0.02479 energy_ev=-9941.9353 charge=0 de_lowest_ev=2.261
C 2.201 -1.717 -0.649 -1.12
C 0.710 -1.340 -0.406 -0.35
C 0.619 0.206 -0.312 -0.85
N -0.622 0.665 0.349 -0.16
C -1.754 0.894 -0.425 -0.30
O -2.628 -0.180 -0.554 -0.54
H 2.212 -2.829 -1.319 0.27
H 2.799 -1.993 0.278 0.30
H 2.627 -1.041 -1.411 0.34
H 0.216 -1.819 0.350 0.49
H 0.154 -1.666 -1.396 0.18
H 1.412 0.508 0.339 0.35
H 0.635 0.727 -1.306 0.32
H -0.809 0.209 1.323 0.30
H -2.457 1.716 0.090 0.21
H -1.432 1.366 -1.410 0.25
H -2.215 -1.095 -0.557 0.32
O -0.519 2.873 2.465 -0.65
H -0.036 2.061 2.744 0.30
H -1.112 2.458 1.805 0.35

8
Properties=species:S:1:pos:R:3:mulliken_charge:R:1 method="wB97M-V/def2-TZVPD" lumo_ha=0.02118 energy_ev=-25461.9053 charge=0 de_lowest_ev=0.710
C 1.717 0.200 0.377 -0.67
C 1.003 -0.761 -0.196 0.44
F 0.973 -0.906 -1.531 -0.20
Cl -0.233 -1.606 0.625 -0.13
H 1.823 0.375 1.394 0.28
H 2.324 0.910 -0.089 0.29
I -3.069 0.744 -0.067 -0.08
H -4.538 1.044 -0.513 0.08

210
Properties=species:S:1:pos:R:3:mulliken_charge:R:1 method="wB97M-V/def2-TZVPD" lumo_ha=-0.00671 energy_ev=-131579.7024 charge=0 de_lowest_ev=4.984
C 18.446 16.175 24.478 0.68
C 19.767 15.643 24.989 -0.98
O 20.259 16.278 26.121 -0.57
O 18.505 17.505 23.964 -0.49
H 17.747 16.131 25.313 0.28
H 18.001 15.466 23.779 -0.26
H 20.505 15.982 24.263 0.34
H 19.826 14.569 25.165 0.44
H 21.065 15.805 26.343 0.33
H 17.617 17.771 23.713 0.47
C 14.289 19.068 25.146 -1.09
C 14.804 18.129 24.142 -0.22
O 16.096 18.442 23.748 -0.15
O 14.016 20.349 24.580 -0.61
H 15.013 19.139 25.958 0.52
H 13.386 18.723 25.649 0.40
H 14.049 17.868 23.401 0.20
H 14.998 17.257 24.767 0.47
H 16.025 19.273 23.272 -0.02
H 14.336 20.976 25.234 0.28
C 14.670 11.609 15.849 0.46
C 14.397 10.400 16.776 -0.32
O 15.556 10.179 17.607 -0.36
O 13.418 12.095 15.313 -0.49
H 15.404 11.311 15.100 0.32
H 15.193 12.313 16.497 -0.45
H 14.075 9.509 16.236 0.46
H 13.570 10.682 17.428 -0.20
H 15.562 9.261 17.887 0.26
H 13.440 11.742 14.421 0.31
C 22.066 17.177 16.364 0.36
C 22.401 18.532 15.852 -0.70
O 22.370 18.656 14.463 -0.57
O 22.749 16.091 15.863 -0.57
H 21.040 16.973 16.059 -0.12
H 22.123 17.070 17.447 0.20
H 23.422 18.694 16.196 0.41
H 21.786 19.352 16.222 0.30
H 22.816 17.853 14.187 0.34
H 23.487 15.891 16.444 0.35
C 12.679 10.413 20.592 0.46
C 11.747 9.695 19.619 -0.47
O 12.233 8.398 19.273 -0.55
O 12.639 9.918 21.945 -0.62
H 12.466 11.474 20.724 0.07
H 13.691 10.381 20.189 -0.01
H 11.790 10.179 18.643 0.04
H 10.688 9.803 19.853 0.46
H 12.208 7.970 20.132 0.33
H 11.808 10.099 22.392 0.34
C 11.665 18.902 17.305 0.94
C 11.862 20.235 16.526 -0.85
O 13.171 20.455 15.947 -0.51
O 10.995 17.889 16.544 -0.53
H 11.107 19.190 18.196 0.20
H 12.694 18.599 17.502 -0.26
H 11.834 21.086 17.207 0.16
H 11.071 20.378 15.790 0.46
H 13.241 20.030 15.089 0.29
H 10.609 17.348 17.236 0.12
C 11.848 15.092 14.578 -0.81
C 12.902 16.168 14.321 -0.50
O 14.192 15.705 14.099 0.11
O 12.077 14.708 15.943 0.46
H 11.806 14.292 13.839 0.38
H 10.905 15.637 14.543 0.41
H 13.045 16.831 15.175 0.04
H 12.572 16.868 13.554 0.48
H 14.748 16.386 14.487 0.34
H 12.632 13.955 15.724 -0.41
C 17.774 11.752 18.869 0.04
C 17.731 11.137 20.328 0.07
O 18.822 10.252 20.586 -0.67
O 18.771 12.794 18.788 0.87
H 16.801 12.211 18.695 -0.48
H 17.917 10.980 18.112 0.33
H 16.752 10.727 20.572 0.31
H 17.831 11.944 21.054 -0.15
H 19.602 10.573 20.129 0.30
H 18.436 13.582 19.220 -0.45
C 9.505 13.766 17.819 -0.71
C 10.614 13.539 18.883 -0.02
O 11.796 13.205 18.188 0.16
O 9.556 14.966 17.102 -0.55
H 8.525 13.880 18.282 0.41
H 9.473 12.966 17.080 0.26
H 10.365 12.723 19.561 0.38
H 10.662 14.425 19.517 -0.06
H 12.043 13.941 17.623 0.11
H 10.393 15.099 16.651 -0.03
C 21.594 14.627 20.411 0.67
C 21.470 13.790 21.673 -0.56
O 21.467 12.378 21.409 -0.52
O 21.843 15.958 20.833 -0.67
H 20.651 14.460 19.891 -0.28
H 22.433 14.343 19.775 0.33
H 20.555 13.971 22.238 -0.06
H 22.243 14.129 22.362 0.39
H 22.298 12.069 21.042 0.34
H 21.355 16.586 20.296 0.37
C 17.025 13.721 13.464 -0.05
C 18.228 13.489 14.444 -0.49
O 18.665 14.707 15.030 -0.07
O 17.397 14.529 12.369 -0.63
H 16.256 14.137 14.115 -0.32
H 16.497 12.835 13.111 0.51
H 19.065 13.116 13.854 0.44
H 17.981 12.697 15.151 0.13
H 19.423 15.030 14.539 0.13
H 17.526 15.434 12.660 0.36
C 13.117 21.229 21.476 0.68
C 12.265 22.011 20.409 -0.36
O 12.056 23.324 20.883 -0.60
O 12.318 20.791 22.600 -0.65
H 13.941 21.816 21.882 0.00
H 13.661 20.390 21.043 -0.19
H 11.345 21.474 20.176 0.29
H 12.878 22.127 19.515 0.17
H 11.722 23.899 20.191 0.32
H 12.906 20.447 23.276 0.39
C 18.183 17.036 20.621 0.82
C 19.297 18.014 20.381 -0.54
O 20.072 17.577 19.295 -0.64
O 17.276 17.303 19.577 1.66
H 17.679 17.312 21.548 -0.29
H 18.472 15.986 20.650 -0.24
H 19.979 18.029 21.231 0.43
H 19.019 19.067 20.337 -0.16
H 19.687 17.881 18.469 -0.03
H 17.575 16.894 18.762 -1.22
C 17.743 21.344 23.002 -0.31
C 17.251 22.698 23.523 -0.76
O 17.028 23.598 22.460 -0.56
O 16.670 20.720 22.208 -0.03
H 17.983 20.716 23.860 0.38
H 18.557 21.516 22.298 0.29
H 18.124 23.107 24.032 0.41
H 16.409 22.483 24.181 0.21
H 16.122 23.911 22.412 0.33
H 16.347 21.288 21.504 -0.09
C 13.238 15.645 9.587 -0.59
C 12.981 15.237 11.003 0.32
O 13.986 14.353 11.532 -0.56
O 13.148 14.431 8.781 -0.57
H 14.226 16.074 9.418 0.30
H 12.512 16.343 9.169 0.29
H 12.069 14.644 10.943 0.23
H 12.781 16.084 11.659 0.02
H 14.182 14.696 12.407 0.13
H 13.690 13.743 9.175 0.33
C 14.566 16.073 18.398 -0.97
C 15.307 14.904 17.660 0.24
O 16.738 15.154 17.572 0.53
O 14.941 16.129 19.804 1.89
H 13.508 15.860 18.245 0.31
H 14.770 17.040 17.938 -0.82
H 15.001 14.792 16.619 -0.01
H 15.062 13.980 18.184 0.16
H 17.094 14.616 16.861 -0.81
H 15.758 16.627 19.885 -0.72
C 21.804 13.016 16.791 0.68
C 22.101 12.376 15.423 -0.67
O 23.120 11.412 15.532 -0.54
O 21.410 12.057 17.741 -0.68
H 21.125 13.869 16.773 0.05
H 22.785 13.373 17.103 0.03
H 22.449 13.130 14.717 0.35
H 21.223 11.955 14.933 0.20
H 23.956 11.844 15.341 0.34
H 20.815 12.498 18.351 0.01
C 16.675 18.617 15.659 -0.61
C 18.177 18.223 15.927 -0.48
O 18.276 17.186 16.919 1.61
O 15.989 17.577 14.939 -0.64
H 16.628 19.537 15.077 0.50
H 16.070 18.786 16.550 -0.32
H 18.774 19.034 16.343 0.38
H 18.605 17.904 14.977 0.45
H 17.729 16.414 16.756 -0.43
H 16.328 17.500 14.044 0.13
C 15.777 14.072 22.527 -0.73
C 14.428 13.332 22.337 -0.01
O 13.535 14.139 21.555 -0.54
O 16.481 14.208 21.242 0.43
H 16.459 13.451 23.107 0.54
H 15.568 14.949 23.140 -0.07
H 13.824 13.117 23.219 0.41
H 14.547 12.380 21.821 -0.10
H 13.979 14.876 21.129 0.05
H 16.263 15.058 20.854 -0.39
C 9.896 18.616 21.516 -0.16
C 10.231 17.266 20.726 -0.36
O 9.637 17.323 19.472 -0.43
O 8.505 18.658 21.789 -0.56
H 10.104 19.486 20.895 0.18
H 10.597 18.752 22.339 0.27
H 9.809 16.436 21.293 0.42
H 11.320 17.235 20.699 0.10
H 8.797 16.859 19.475 0.26
H 7.985 18.325 21.053 0.30
C 15.723 20.806 19.043 -0.42
C 17.192 20.695 18.631 0.14
O 17.626 21.408 17.486 -0.57
O 15.614 22.041 19.763 -0.56
H 15.490 20.012 19.752 -0.14
H 15.044 20.759 18.191 0.40
H 17.440 19.637 18.554 -0.53
H 17.859 21.064 19.410 0.86
H 18.443 21.792 17.813 0.47
H 15.775 22.795 19.191 0.30